Computed, not measured: a cluster of 13 separate species, C4H37N2O12 in total at a distorted geometry, with wB97M-V/def2-TZVPD.

Geometry as XYZ:
```
55
Properties=species:S:1:pos:R:3:forces:R:3
C -0.6821 0.3101 -1.2417 2.7 -1.3 -0.1
N -0.4517 0.4198 0.1880 -1.2 1.0 1.3
C 0.7150 -0.1339 -1.7785 2.2 0.5 -0.4
N 1.8143 0.6610 -1.0058 -3.5 0.9 1.3
C 1.7134 -0.8940 -4.0757 0.4 1.4 0.7
C 1.0845 0.2241 -3.2209 -0.2 -0.2 -1.7
H -0.7829 1.2160 -1.8122 -1.2 0.7 0.3
H -1.4037 -0.4802 -1.4513 -0.2 0.4 -0.4
H -0.6427 1.3742 0.5040 0.0 -0.5 0.0
H -1.0777 -0.1508 0.7598 0.3 0.1 -0.4
H 0.9665 -1.1533 -1.4650 -0.3 0.0 -0.5
H 1.6758 0.4448 -0.0115 0.7 -0.6 -0.2
H 2.7502 0.5801 -1.3604 0.3 -0.3 -0.2
H 1.4288 1.6205 -0.9355 1.0 -0.1 -0.7
H 2.6949 -1.0769 -3.6670 0.5 -0.5 0.2
H 1.9112 -0.4518 -5.0507 -0.3 -0.4 -0.3
H 1.1110 -1.7805 -4.0695 -0.2 -0.3 -0.4
H 1.7029 1.1350 -3.3624 0.1 -0.7 1.0
H 0.2700 0.6365 -3.7943 -1.1 -0.4 0.1
H -2.8143 -0.9764 0.5063 -0.7 0.1 -0.4
H -2.6545 -1.2378 1.9055 -0.4 0.1 0.1
O -3.2628 -0.7218 1.3268 1.0 -0.6 0.0
H -2.3133 -2.5974 3.2184 0.8 -0.5 0.7
H -0.7164 -2.6216 2.7980 -0.3 0.1 1.0
O -1.6329 -2.4724 2.5568 -0.6 0.1 -1.6
H 1.9934 -3.8346 2.2812 -0.1 0.0 -0.3
H 2.6613 -3.2541 3.4684 0.1 0.3 0.0
O 2.4068 -3.0143 2.5673 -0.1 -0.3 0.3
H -3.2395 -3.2822 -0.2594 0.5 0.0 0.4
H -3.1962 -2.9107 -1.6712 0.6 0.1 -0.1
O -2.6063 -2.9193 -0.8962 -1.1 0.1 -0.3
H 0.5258 3.5457 -2.4456 0.2 0.4 0.1
H 1.0446 3.8509 -3.8803 0.0 0.2 0.1
O 0.7813 3.1444 -3.2872 -0.1 -0.2 0.0
H -0.8992 4.1214 -0.9507 -0.4 -0.1 0.4
H 0.1907 3.4941 0.0563 -0.7 0.1 -0.6
O 0.0086 4.1462 -0.6474 0.5 0.0 -0.3
H -0.6410 -0.4172 4.5789 -0.5 -0.5 0.0
H 0.7661 -0.5794 4.3138 0.3 -0.7 -0.2
O -0.0314 -1.1319 4.3399 0.4 1.3 0.3
H -0.1383 2.5466 3.8879 -0.5 0.1 0.0
H -1.4882 2.4033 3.0849 -0.3 0.1 0.2
O -0.5279 2.3343 3.0321 0.6 -0.2 -0.2
H 0.3195 -3.1120 -2.3737 -0.3 -0.1 0.0
H -0.9969 -2.3130 -2.3169 0.0 -0.3 0.3
O -0.4255 -2.8103 -2.9058 0.1 -0.1 -0.3
H 1.5035 3.3776 1.2326 0.5 -0.1 -0.3
H 1.0514 2.0695 1.7205 -0.3 -0.3 -0.3
O 1.3926 2.4703 0.9005 0.1 0.9 1.3
H -3.1151 0.6984 2.7478 -0.6 0.2 -0.4
H -4.4260 1.4780 2.4650 -0.1 -0.2 -0.2
O -3.5651 1.5455 2.8751 0.9 0.4 0.7
H 3.8560 -1.9418 -1.2074 0.2 -0.2 0.0
H 4.7705 -0.8479 -0.6192 0.1 -0.2 0.0
O 3.8781 -1.0247 -0.9320 0.0 0.3 0.0
```
Positions in Å, forces in eV/Å.

Properties
LUMO energy: -2.536 eV
Net charge: +1
HOMO-LUMO gap: 10.40 eV
DFT total energy: -32292.7170 eV



Computed, not measured: a cluster of 15 separate species, C4H37NO15 in total at a distorted geometry, with wB97M-V/def2-TZVPD.

Geometry as XYZ:
```
57
Properties=species:S:1:pos:R:3:forces:R:3
C -2.8754 3.5008 -1.4316 1.2 0.1 -0.8
N -1.7631 2.5383 -1.3618 -0.4 0.6 1.0
C -1.6380 1.6918 -2.5371 -0.5 -1.6 0.6
C -1.8185 1.7933 -0.1151 -0.2 -1.0 -1.0
C -0.4567 1.1887 0.2149 -0.8 1.4 2.0
O 0.4545 1.9424 0.4942 0.6 -0.2 -0.7
H -2.8850 3.7375 -2.4949 -0.7 0.4 0.1
H -3.8533 3.1597 -1.0737 0.1 -0.3 -0.2
H -2.6165 4.4200 -0.8999 0.0 -0.1 0.1
H -1.4726 0.6420 -2.2449 0.1 0.2 0.2
H -0.7807 1.8955 -3.1725 -0.2 0.6 -0.3
H -2.5974 1.5887 -3.0586 0.3 0.4 -0.4
H -2.5837 0.9925 -0.1522 0.2 0.0 -0.1
H -2.1318 2.4264 0.7149 0.4 0.2 0.0
H -0.4312 0.1546 0.5572 0.2 -0.3 -0.8
H 0.3512 0.0662 2.6817 -0.1 0.3 0.3
H 1.2097 -1.1743 2.8787 0.2 0.0 -0.2
O 0.5419 -0.7978 2.2992 0.2 0.0 0.2
H -0.3159 2.3605 3.1268 -0.4 -0.1 0.4
H 0.2199 2.1737 4.5283 -0.1 -0.1 0.1
O -0.3580 1.7446 3.8889 0.5 0.0 -0.5
H 0.7374 -2.7067 0.4945 0.5 0.1 -0.2
H 1.5618 -4.0226 0.6602 0.0 0.7 -0.2
O 1.0125 -3.3666 1.1357 -0.5 -0.5 0.2
H -1.7117 -2.8140 -2.7428 0.2 -0.2 0.0
H -0.6981 -2.0248 -1.8654 0.3 -0.4 -0.3
O -1.5419 -1.9811 -2.3136 -0.7 1.1 0.1
H 1.8774 -4.2749 -1.5903 0.9 0.7 0.3
H 3.2215 -3.5352 -1.0712 -0.1 0.1 -0.3
O 2.5497 -4.1870 -0.8732 0.1 -1.0 0.1
H -1.8165 4.2874 2.6737 0.1 0.4 0.0
H -0.4352 4.4720 1.8882 -0.1 0.5 -0.1
O -1.0269 3.8620 2.3394 0.1 -0.6 -0.1
H 0.0013 -4.2449 -1.0838 -0.1 0.0 0.0
H -0.1601 -4.4890 -2.5890 0.0 0.0 0.0
O 0.2863 -3.9207 -1.9509 -0.4 -0.6 -0.1
H 1.7918 4.2573 0.7578 0.1 0.1 0.0
H 0.4984 4.2705 0.0161 0.1 0.0 -0.2
O 1.1650 4.8793 0.3722 -0.4 -0.3 0.2
H -2.0585 -1.0164 1.7899 -0.1 0.0 0.0
H -0.9401 -1.9225 1.3715 0.0 0.0 0.2
O -1.6835 -1.4286 1.0040 -0.6 -0.4 -0.1
H 1.8266 -3.2139 2.8065 -0.7 0.2 0.6
H 1.2192 -2.5760 4.1479 -0.1 0.1 -0.2
O 1.6236 -3.3485 3.7549 0.7 -0.4 0.1
H 2.2139 -0.8648 -1.2436 0.1 -0.1 0.0
H 2.7039 -1.0314 -2.6810 -0.1 0.3 -0.1
O 1.9161 -1.0878 -2.1293 -0.1 -0.2 0.2
H 2.6359 1.7168 -4.4083 -0.1 0.2 0.0
H 2.5220 1.6578 -2.8676 -0.2 0.1 -0.1
O 2.9476 1.2556 -3.6283 0.4 -0.3 0.0
H -3.2708 -0.9497 -0.8562 0.1 -0.4 -0.1
H -4.3919 -2.0035 -0.8562 0.2 0.0 0.1
O -4.1732 -1.1163 -1.1480 -0.4 0.4 0.0
H 3.6412 -0.3636 2.0705 -0.3 0.5 -0.1
H 2.8557 -0.2337 0.6918 -0.1 0.6 0.6
O 3.4138 -0.7841 1.2409 0.5 -1.0 -0.4
```
Positions in Å, forces in eV/Å.

Properties
LUMO energy: -0.009 eV
Net charge: 0
HOMO-LUMO gap: 8.59 eV
DFT total energy: -36949.6962 eV



Computed, not measured: a cluster of 15 separate species, C4H37NO15S in total at a distorted geometry, with wB97M-V/def2-TZVPD.

Geometry as XYZ:
```
58
Properties=species:S:1:pos:R:3:forces:R:3
C -1.7605 -2.4923 -1.3636 0.1 -0.6 -0.2
C -0.6110 -3.4757 -0.9604 -1.2 1.5 1.3
S 0.9547 -3.2290 -1.7592 0.9 0.0 -0.6
C -1.7970 -1.2502 -0.4622 -0.5 -1.8 -1.1
N -2.8978 -1.0046 0.2639 1.1 0.9 1.7
C -4.1014 -1.6459 0.7378 -1.5 -0.1 -2.0
O -0.8308 -0.4983 -0.4384 0.3 0.3 0.0
H -1.5909 -2.2362 -2.4124 -0.1 0.4 0.1
H -2.6991 -3.0562 -1.3393 -0.1 0.2 0.2
H -0.4799 -3.2900 0.1067 0.2 -0.5 0.1
H -0.9863 -4.4844 -1.0726 0.4 -0.3 -0.3
H 1.5107 -2.2182 -1.0358 -0.6 -0.3 0.0
H -2.6459 -0.2368 0.8881 -0.4 0.2 -0.4
H -4.0728 -2.6677 1.0708 0.8 -0.3 0.9
H -4.5840 -0.9591 1.4436 0.4 -0.5 0.0
H -4.8095 -1.7585 -0.1018 0.1 0.4 0.0
H -0.2705 1.4185 1.7232 -0.2 0.1 0.2
H 0.9142 0.7022 1.1302 0.0 -0.2 0.1
O 0.5669 1.0006 1.9883 0.2 0.0 -0.7
H 2.9342 2.5684 -1.6282 1.0 -0.6 0.1
H 3.0228 1.5564 -2.9227 0.9 -0.4 0.4
O 2.5463 2.1920 -2.4115 -2.1 1.3 -0.2
H 4.0618 -1.4099 1.5237 -0.2 0.1 0.1
H 3.9962 -2.5678 0.5702 -0.1 0.0 -0.2
O 4.1080 -1.6104 0.5828 0.3 -0.5 0.4
H 3.8012 3.2232 1.1556 0.0 0.0 0.0
H 2.3764 3.1633 1.6633 -0.7 0.6 0.5
O 2.9155 2.9253 0.9202 0.7 -0.1 -0.9
H 0.1044 -0.1864 3.3143 0.2 0.9 -0.4
H -0.8769 -0.0823 4.5645 0.1 0.5 -0.1
O -0.4565 -0.6618 3.9255 0.2 -1.5 0.5
H -3.3817 2.4587 1.3450 0.0 -0.1 0.1
H -2.4612 1.9763 0.2273 -0.4 -0.2 0.2
O -3.0983 1.6484 0.8973 0.3 0.5 -0.1
H 2.1618 2.0568 2.7736 0.1 0.0 1.0
H 1.4093 1.9684 4.0119 -0.1 0.3 0.4
O 2.1642 2.4661 3.6708 0.1 -0.5 -0.9
H -0.2212 1.4223 -4.5320 0.1 0.3 0.3
H 0.1610 2.8499 -4.0740 0.0 -0.1 0.3
O 0.5281 2.0222 -4.3981 0.1 -0.3 -1.0
H -2.4980 -0.6545 2.9698 0.6 -0.1 0.3
H -2.3468 -1.8487 3.9666 0.5 0.3 -0.3
O -2.9680 -1.2333 3.5742 -1.6 -0.3 0.1
H -2.8710 3.9818 -1.1209 -0.3 -0.4 0.5
H -2.1598 3.5759 -2.3074 0.2 -0.4 -0.1
O -2.6461 3.1593 -1.5823 -0.9 1.0 -0.4
H 0.9509 -2.3890 2.8369 -0.1 -0.1 -0.3
H 2.2865 -2.0517 3.3471 0.2 0.0 -0.1
O 1.8810 -2.4754 2.5767 -0.1 0.2 0.5
H 0.6822 2.6537 -1.9283 0.0 -0.1 -0.4
H -0.8370 2.4482 -2.1000 0.2 -0.7 0.2
O -0.1762 3.1059 -1.8972 0.7 0.6 0.2
H 4.3814 0.0414 -0.0450 -0.3 0.3 -0.3
H 3.5903 1.3727 0.0321 -0.9 0.5 1.0
O 4.1459 0.8540 -0.5197 1.4 -0.7 -0.9
H -0.8135 -0.1221 -2.5336 0.4 -0.1 0.5
H -2.2062 0.4616 -2.7178 -0.1 0.0 0.1
O -1.3541 0.3681 -3.1533 -0.5 0.2 -0.6
```
Positions in Å, forces in eV/Å.

Properties
LUMO energy (alpha / beta): 2.490 / 2.390 eV
Net charge: -1
HOMO-LUMO gap (alpha / beta): 2.45 / 9.21 eV
Multiplicity: 2
DFT total energy: -47786.2153 eV



Computed, not measured: a cluster of 15 separate species, C4H38N2O15 in total at a distorted geometry, with wB97M-V/def2-TZVPD.

Geometry as XYZ:
```
59
Properties=species:S:1:pos:R:3:forces:R:3
N -0.8599 -0.8881 2.6978 0.8 -2.1 1.5
C -0.7645 -0.7337 1.2795 -0.8 -0.3 -0.6
C -0.1662 -1.9738 0.5593 0.3 0.0 1.1
C 0.0254 -1.7444 -0.9051 -0.6 0.2 0.5
O 0.1796 -0.6324 -1.3721 0.2 -0.3 -0.2
C -2.2015 -0.5000 0.6996 2.1 1.0 0.7
N -2.3080 0.8487 0.1572 -2.3 -0.7 0.9
H -0.2220 -1.5511 3.1137 -0.1 -0.2 -0.1
H -1.2265 -0.2823 3.4066 -0.4 0.7 -0.7
H -0.0546 0.0630 1.1055 -0.4 0.6 -0.9
H -0.7497 -2.8806 0.7415 -0.2 0.5 -0.3
H 0.8111 -2.2156 1.0161 -0.2 0.3 -0.5
H -0.0478 -2.6070 -1.5860 0.3 -0.1 0.0
H -2.4547 -1.2723 -0.0130 0.1 -0.4 -0.7
H -2.8718 -0.6786 1.5486 -0.1 0.5 -0.2
H -1.5779 1.2879 -0.3670 0.3 -0.7 -0.4
H -3.1946 0.7871 -0.3341 0.3 1.1 -0.4
H 0.7810 0.2885 3.4070 0.0 0.1 0.0
H 1.8929 1.2603 3.9065 -0.3 -0.5 -0.2
O 1.6747 0.3186 3.7778 0.4 0.4 0.0
H -0.6965 -4.3547 2.7452 0.5 0.3 -0.2
H 0.3210 -4.0634 1.6431 0.1 -0.3 -0.1
O 0.1836 -3.9649 2.5839 -0.5 -0.5 0.8
H 0.1946 3.1847 1.8337 -0.4 0.1 0.0
H -0.6934 3.4489 3.0855 -0.2 0.0 -0.3
O 0.2032 3.2840 2.7877 0.5 -0.2 0.4
H 2.3554 -1.5765 -0.5317 1.0 0.2 0.7
H 3.3709 -2.0408 0.6842 -0.2 0.7 -0.1
O 2.7809 -2.2946 -0.0417 -0.3 -0.8 -0.6
H -4.5805 -1.3947 -1.4604 0.4 -0.2 -0.1
H -3.9877 -0.3656 -2.5023 0.0 -0.3 0.2
O -4.7728 -0.6439 -2.0185 -0.4 0.5 -0.1
H 0.0258 2.0794 -3.0300 -0.1 0.0 -0.2
H -0.2025 0.7646 -2.3224 -0.8 0.6 -0.1
O -0.6831 1.5945 -2.5711 1.3 -0.5 0.6
H 1.9814 3.2896 -3.8045 -0.4 -0.3 -0.4
H 2.6429 2.0599 -3.3560 -0.1 -0.6 -0.1
O 1.8842 2.3224 -3.8955 0.4 0.9 0.6
H -2.1015 2.4615 -3.7004 -0.3 0.1 -0.2
H -2.1621 1.1592 -4.3343 0.0 -0.2 -0.3
O -2.5061 2.0452 -4.4738 -0.1 0.1 0.2
H -2.8654 -3.4102 0.3554 -0.1 -0.1 -0.1
H -3.2996 -3.0112 1.7526 0.0 0.0 0.2
O -2.7326 -3.6285 1.2807 -0.2 -0.2 0.1
H 3.6244 1.1804 1.3304 -0.1 -0.1 0.1
H 4.6229 2.1927 0.8156 0.0 0.1 0.2
O 4.0108 2.0373 1.5465 0.0 0.0 -0.3
H 0.7170 1.7430 -0.6646 -0.1 -0.1 -0.3
H 1.6260 2.2628 0.4697 0.1 -0.5 -0.3
O 1.3185 1.4507 0.0200 0.6 0.7 0.7
H -1.3529 4.3614 -1.4093 0.3 0.0 0.2
H -0.4629 3.2164 -0.9567 -0.2 0.1 -0.2
O -0.4839 4.1768 -1.0234 -0.1 0.1 0.0
H 4.5105 -0.9625 2.8796 -0.2 0.3 0.3
H 2.9360 -1.1288 2.7883 0.1 0.5 0.6
O 3.7900 -1.4518 2.4829 0.1 -0.6 -0.8
H 0.9564 -0.9170 -3.2133 -0.1 0.1 0.0
H 1.4177 -0.6884 -4.6722 -0.1 0.1 0.0
O 1.4446 -1.3121 -3.9427 0.1 -0.2 0.0
```
Positions in Å, forces in eV/Å.

Properties
LUMO energy: -0.229 eV
Net charge: 0
HOMO-LUMO gap: 8.83 eV
DFT total energy: -38456.4801 eV



Question: net charge of number 3 (C4H37NO15S)?
Answer: -1



Question: Which formula does entry 1 have?
Answer: C4H37N2O12



Question: Among the records above, which one has the lowest net charge?
Answer: C4H37NO15S



Question: Among the records above, which one has the lowest net charge?
Answer: C4H37NO15S